Entry 1:
DFT (wB97M-V/def2-TZVPD) results for a structure of composition C29H71CrF6N2O22S11 in a non-equilibrium geometry.

HOMO (alpha / beta), Eh: -0.315 / -0.315
Expectation value of S²: 3.796
Lowest unoccupied orbital energy (alpha / beta), eV: -1.75 / -0.41
HOMO-LUMO gap (alpha / beta), eV: 6.837 / 8.171

```
! RIJCOSX wB97M-V def2-TZVPD def2/J DEFGRID3
* xyz 0 4
Cr -2.71 1.42 -0.93
O -0.99 4.01 -3.42
C -1.59 3.15 -2.61
O -2.01 1.99 -2.93
O -1.81 3.38 -1.40
H -0.90 3.65 -4.34
O -4.21 1.28 2.62
C -3.59 1.28 1.48
O -2.91 2.24 1.00
O -3.72 0.35 0.64
H -3.84 2.01 3.21
C -0.15 -1.26 -2.58
F 0.43 -2.43 -2.78
F 0.71 -0.28 -2.81
F -1.18 -1.14 -3.39
S -0.70 -1.18 -0.78
O -1.99 -1.82 -0.76
O 0.26 -1.86 0.04
N -1.01 0.51 -0.55
S 0.31 1.01 0.30
O 1.57 0.59 -0.30
O 0.17 2.42 0.58
C 0.02 0.21 2.03
F 1.04 -0.58 2.36
F -0.12 1.17 2.94
F -1.05 -0.56 1.99
C 5.73 -3.28 2.32
S 4.80 -3.03 0.80
O 4.12 -4.35 0.46
C 3.51 -1.91 1.40
H 6.50 -4.04 2.25
H 5.05 -3.59 3.13
H 6.12 -2.34 2.73
H 2.71 -1.75 0.68
H 3.95 -0.92 1.55
H 3.08 -2.27 2.33
C -4.22 -0.93 -4.35
S -4.84 -0.58 -2.69
O -3.65 -0.06 -1.93
C -5.02 -2.31 -2.15
H -4.93 -1.47 -4.97
H -3.34 -1.59 -4.27
H -3.81 -0.10 -4.91
H -5.04 -2.37 -1.06
H -4.26 -3.00 -2.52
H -5.99 -2.63 -2.55
C 0.77 -3.81 -5.57
S -0.16 -3.96 -7.15
O -0.09 -5.42 -7.55
C -1.80 -3.71 -6.39
H 0.67 -4.68 -4.92
H 0.42 -2.89 -5.12
H 1.83 -3.83 -5.82
H -1.91 -4.43 -5.58
H -2.59 -3.91 -7.12
H -1.92 -2.71 -5.98
C 5.22 1.45 3.31
S 3.49 1.96 3.33
O 2.90 1.34 2.08
C 3.03 0.83 4.70
H 5.70 1.95 4.16
H 5.65 1.98 2.46
H 5.39 0.38 3.29
H 3.58 1.18 5.57
H 3.34 -0.19 4.48
H 1.95 0.91 4.78
C 1.66 5.17 1.79
S 0.97 6.48 0.73
O 1.90 7.66 0.79
C 1.24 5.62 -0.86
H 2.49 4.60 1.38
H 0.84 4.46 1.95
H 1.85 5.69 2.72
H 0.99 6.24 -1.72
H 0.56 4.77 -0.94
H 2.21 5.13 -0.89
C -2.01 1.05 6.01
S -2.62 -0.21 7.22
O -3.27 0.51 8.35
C -3.89 -0.85 6.09
H -1.22 1.53 6.59
H -2.81 1.68 5.64
H -1.53 0.57 5.15
H -4.39 -0.09 5.49
H -4.62 -1.39 6.69
H -3.38 -1.54 5.42
C -1.47 4.54 3.29
S -3.20 4.71 3.81
O -3.61 3.28 4.12
C -2.89 5.54 5.39
H -1.33 4.12 2.29
H -0.95 3.80 3.90
H -0.91 5.48 3.28
H -2.61 6.56 5.13
H -2.09 5.07 5.95
H -3.76 5.57 6.05
C -1.71 -6.73 -3.44
S -2.23 -5.56 -2.13
O -2.97 -6.43 -1.17
C -0.60 -5.26 -1.37
H -1.04 -6.23 -4.15
H -2.59 -7.09 -3.98
H -1.14 -7.60 -3.11
H -0.34 -6.24 -0.98
H -0.73 -4.52 -0.58
H 0.20 -4.85 -1.98
C 0.02 1.03 -6.61
S 0.14 2.84 -6.88
O -1.04 3.44 -6.15
C 1.68 3.10 -5.90
H 0.21 0.91 -5.55
H 0.71 0.43 -7.20
H -0.94 0.57 -6.85
H 1.50 2.57 -4.96
H 1.79 4.16 -5.72
H 2.52 2.61 -6.38
C 4.00 3.38 -2.38
O 3.96 4.28 -3.20
N 4.54 3.45 -1.15
C 4.66 2.24 -0.36
C 5.27 4.59 -0.66
H 3.54 2.42 -2.65
H 4.00 2.41 0.50
H 5.67 2.15 0.05
H 4.32 1.36 -0.91
H 5.00 4.82 0.37
H 6.35 4.45 -0.78
H 5.11 5.54 -1.18
O -2.85 -2.86 3.32
C -2.61 -3.74 2.53
O -1.38 -4.13 2.20
C -0.24 -3.62 2.88
C 0.99 -4.37 2.46
C -3.67 -4.55 1.83
H -0.41 -3.61 3.96
H -0.10 -2.56 2.66
H 0.81 -5.45 2.46
H 1.86 -4.13 3.08
H 1.36 -4.09 1.48
H -4.35 -5.01 2.54
H -3.19 -5.38 1.31
H -4.21 -3.98 1.07
*
```



Entry 2:
DFT (wB97M-V/def2-TZVPD) results for the ion C6H6Br2N3 with charge +1 in a non-equilibrium geometry.

HOMO (alpha / beta), Eh: -0.471 / -0.471
Lowest unoccupied orbital energy (alpha / beta), eV: -5.31 / -5.31
HOMO-LUMO gap (alpha / beta), eV: 7.514 / 7.514
Energy relative to the best compared isomer or geometry (same formula, charge and spin), kJ/mol: 0.0
SMILES string: C=C1C=CN/C1=[NH+]/C(Br)=N/Br

```
! RIJCOSX wB97M-V def2-TZVPD def2/J DEFGRID3
* xyz 1 1
C -1.80 -1.21 -0.28
C -2.10 -0.52 -1.40
C -0.47 -0.82 0.16
C -0.08 0.29 -0.67
C 1.66 1.31 0.62
C 0.21 -1.46 1.11
N -1.01 0.32 -1.65
N 1.33 0.69 1.64
N 0.90 1.19 -0.52
Br 2.96 2.67 0.48
Br 2.22 1.05 3.25
H -2.32 -1.90 0.25
H -2.74 -0.73 -2.16
H -0.35 -2.14 1.74
H 1.36 -1.35 1.27
H -1.01 0.69 -2.61
H 1.24 1.90 -1.22
*
```



Entry 3:
DFT (wB97M-V/def2-TZVPD) results for a structure of composition C26H32BF4LiO10 in a non-equilibrium geometry.

HOMO, Eh: -0.282
Lowest unoccupied orbital energy, eV: -1.26
HOMO-LUMO gap, eV: 6.418
Energy relative to the best compared isomer or geometry (same formula, charge and spin), kJ/mol: 176.2

```
! RIJCOSX wB97M-V def2-TZVPD def2/J DEFGRID3
* xyz 0 1
Li 0.68 -3.57 -0.38
B 1.11 -0.99 -0.90
F 0.69 -1.55 0.30
F 1.93 0.09 -0.50
F 1.93 -1.93 -1.54
F 0.11 -0.35 -1.55
C -0.44 -4.94 2.17
O 0.41 -3.87 1.89
H -1.43 -4.73 2.60
H 0.20 -5.72 2.84
H -0.82 -5.49 1.15
H 0.58 -3.39 2.82
C 0.83 2.66 1.96
O 0.17 1.88 0.95
H 1.78 2.87 1.40
H 1.05 2.22 2.82
H 0.28 3.47 2.46
H 0.78 1.20 0.73
C 5.22 0.19 0.26
C 5.93 0.70 1.38
C 6.96 0.01 2.09
C 7.31 -1.19 1.60
C 6.68 -1.83 0.51
C 5.60 -1.13 -0.13
O 4.98 -1.80 -1.14
O 7.35 0.64 3.23
H 4.50 0.55 -0.26
H 5.57 1.66 1.80
H 8.27 -1.88 1.94
H 6.95 -2.73 0.06
H 4.02 -1.45 -1.54
H 8.04 0.04 3.70
C -2.08 0.24 3.18
C -2.64 0.47 4.51
C -3.45 -0.55 5.02
C -3.71 -1.70 4.24
C -3.17 -1.84 2.84
C -2.33 -0.83 2.46
O -1.82 -0.94 1.15
O -4.01 -0.33 6.30
H -1.37 1.09 2.91
H -2.49 1.41 4.80
H -4.43 -2.38 4.72
H -3.47 -2.56 2.30
H -1.04 -0.70 1.04
H -3.34 -0.16 6.73
C -4.58 -2.55 -2.60
C -4.53 -2.34 -4.03
C -3.65 -1.27 -4.55
C -3.00 -0.50 -3.62
C -3.16 -0.70 -2.23
C -3.92 -1.76 -1.70
O -3.91 -2.11 -0.46
O -3.66 -0.96 -5.86
H -5.34 -3.28 -2.24
H -5.06 -2.94 -4.77
H -2.39 0.32 -3.94
H -2.74 0.02 -1.51
H -3.28 -1.61 0.03
H -2.92 -1.18 -6.35
C -0.98 3.21 -2.31
C -1.67 4.43 -2.36
C -1.05 5.54 -2.86
C 0.16 5.41 -3.45
C 0.90 4.14 -3.51
C 0.26 3.00 -2.88
O 0.79 1.76 -3.21
O -1.67 6.79 -2.82
H -1.44 2.37 -2.02
H -2.64 4.42 -1.85
H 0.81 6.24 -3.92
H 1.67 3.84 -4.00
H 0.44 1.21 -2.54
H -1.30 7.63 -3.33
*
```



Entry 4:
DFT (wB97M-V/def2-TZVPD) results for a cluster of 2 separate species, C2H6ClNO in total in a non-equilibrium geometry.

HOMO (alpha / beta), Eh: -0.356 / -0.280
Lowest unoccupied orbital energy (alpha / beta), eV: 0.46 / 0.01
HOMO-LUMO gap (alpha / beta), eV: 10.158 / 7.642
Energy relative to the best compared isomer or geometry (same formula, charge and spin), kJ/mol: 395.7

```
! RIJCOSX wB97M-V def2-TZVPD def2/J DEFGRID3
* xyz 0 1
C -0.27 1.04 0.88
C 0.60 0.25 -0.03
N -1.07 -1.66 -0.15
O 0.81 0.59 -1.32
Cl 1.94 -0.50 0.73
H -0.87 0.28 1.32
H 0.07 1.67 1.73
H -0.71 1.73 0.13
H -1.60 -1.19 -1.02
H -0.37 -2.25 -0.47
H 1.46 0.03 -1.81
*
```



Entry 5:
DFT (wB97M-V/def2-TZVPD) results for a structure of composition C45H38AuN6Sb2 in a non-equilibrium geometry.

HOMO (alpha / beta), Eh: -0.553 / -0.553
Expectation value of S²: 2.022
Lowest unoccupied orbital energy (alpha / beta), eV: -8.41 / -10.51
HOMO-LUMO gap (alpha / beta), eV: 6.632 / 4.537
Energy relative to the best compared isomer or geometry (same formula, charge and spin), kJ/mol: 133.3

```
! RIJCOSX wB97M-V def2-TZVPD def2/J DEFGRID3
* xyz 3 3
Au 0.12 0.45 -0.03
C -2.91 -2.91 0.69
C -1.75 -2.13 0.74
N -1.77 -0.86 0.41
C -2.92 -0.31 -0.01
C -4.03 -1.14 -0.19
N -4.01 -2.41 0.16
C -2.95 1.16 -0.11
C -4.13 1.86 -0.32
C -4.18 3.25 -0.16
C -2.97 3.89 0.17
C -1.82 3.12 0.33
N -1.82 1.80 0.17
C -0.53 3.63 0.81
C 0.22 4.65 0.27
N 1.56 4.72 0.52
C 2.13 3.55 1.22
C 1.19 2.89 2.14
N -0.04 2.87 1.85
C -5.46 3.99 -0.21
C -5.53 5.37 -0.03
C -6.78 5.98 0.05
N -7.88 5.28 -0.06
C -7.87 3.99 -0.26
C -6.67 3.30 -0.35
H -2.95 -3.92 1.06
H -0.82 -2.54 1.09
H -4.96 -0.79 -0.61
H -5.03 1.32 -0.56
H -2.93 4.94 0.36
H -0.17 5.39 -0.41
H 3.08 3.82 1.68
H 1.52 2.40 3.05
H -4.66 6.00 0.07
H -6.89 7.04 0.21
H -8.82 3.49 -0.35
H -6.72 2.23 -0.49
C 2.05 -2.82 1.10
C 3.43 -2.32 1.52
C 3.69 -0.84 1.22
Sb 2.69 0.00 -0.52
C 3.44 2.01 -0.46
C 4.67 2.52 -0.60
C 4.87 3.96 -0.47
C 3.88 4.86 -0.50
C 2.45 4.42 -0.65
C 2.34 2.95 -0.21
C 3.61 -0.78 -2.32
C 4.59 -1.77 -2.25
C 5.07 -2.34 -3.43
C 4.58 -1.92 -4.65
C 3.62 -0.92 -4.71
C 3.13 -0.35 -3.55
Sb 2.05 -3.41 -1.03
C 2.12 -5.57 -0.90
C 2.64 -6.17 0.23
C 2.57 -7.54 0.35
C 2.03 -8.30 -0.67
C 1.55 -7.69 -1.82
C 1.62 -6.31 -1.95
C 0.07 -2.99 -1.84
C -0.93 -3.94 -1.78
C -2.15 -3.69 -2.40
C -2.35 -2.51 -3.09
C -1.35 -1.56 -3.16
C -0.13 -1.80 -2.54
H 1.29 -2.06 1.26
H 1.78 -3.72 1.66
H 4.20 -2.93 1.05
H 3.54 -2.46 2.60
H 4.76 -0.64 1.12
H 3.32 -0.23 2.05
H 5.53 1.91 -0.80
H 5.89 4.30 -0.40
H 4.07 5.92 -0.46
H 2.03 4.76 -1.60
H 1.38 2.54 -0.53
H 5.01 -2.07 -1.30
H 5.84 -3.09 -3.38
H 4.97 -2.36 -5.56
H 3.26 -0.58 -5.67
H 2.39 0.44 -3.61
H 3.09 -5.58 1.02
H 2.96 -8.02 1.24
H 2.00 -9.38 -0.58
H 1.14 -8.28 -2.63
H 1.27 -5.83 -2.86
H -0.77 -4.87 -1.25
H -2.93 -4.44 -2.36
H -3.29 -2.34 -3.60
H -1.49 -0.65 -3.72
H 0.68 -1.08 -2.64
*
```